189
Properties=species:S:1:pos:R:3:forces:R:3:mulliken_charge:R:1 method="wB97M-V/def2-TZVPD" homo_ev=-7.6885 e_above_lowest_kcal_mol=283.6 e_tot_ha=-3634.24665 homo_lumo_gap_ev=7.83 charge=0
C 8.227270 -2.988935 -7.754654 0.3 -1.1 0.6 0.152
O 7.823372 -1.727828 -8.152403 -0.3 0.6 0.6 -0.357
C 8.658825 -0.963448 -8.977709 0.8 -0.2 -0.9 1.076
C 9.953798 -0.458371 -8.307201 -0.8 -0.7 0.9 -1.079
N 9.639093 0.390890 -7.142131 0.3 0.2 -0.3 -0.442
C 9.350495 1.758155 -7.582387 -1.1 0.1 0.7 0.477
C 9.052582 2.745880 -6.447843 0.3 -1.1 0.7 -0.824
O 10.206360 3.135472 -5.730643 -0.2 0.6 -0.3 -0.313
C 10.810341 4.327879 -6.174979 0.6 0.1 0.5 -0.699
H 7.342584 -3.503481 -7.379315 0.0 0.2 0.1 -0.398
H 8.966484 -2.974607 -6.940371 0.0 0.1 -0.1 0.045
H 8.621659 -3.651553 -8.536141 0.0 0.5 -0.3 0.384
H 8.013695 -0.140573 -9.286686 0.4 0.1 -0.2 -0.824
H 8.913381 -1.567609 -9.860454 0.0 0.2 -0.1 -0.045
H 10.630817 0.048523 -8.988778 -0.2 0.0 -0.2 0.512
H 10.460919 -1.347652 -7.915013 0.2 0.0 -0.2 0.192
H 8.775360 -0.007410 -6.780164 0.1 0.1 0.3 0.355
H 8.389233 1.761500 -8.120443 0.3 0.2 -0.7 -0.464
H 10.187390 2.106512 -8.185231 -0.2 0.1 -0.2 0.320
H 8.446189 2.246923 -5.682753 -0.1 -0.2 -0.2 0.282
H 8.413180 3.565235 -6.793066 0.5 0.4 -0.2 0.444
H 10.125839 5.180327 -6.187903 -0.2 -0.1 -0.1 0.317
H 11.333946 4.254137 -7.133058 -0.3 -0.2 -0.2 0.260
H 11.581700 4.551934 -5.436430 0.0 0.1 0.0 0.251
C 4.051894 -3.354358 -13.422421 -1.6 0.7 -0.4 -1.147
O 5.039574 -2.611666 -14.106717 0.1 -0.6 -0.1 -0.612
C 5.554393 -1.495744 -13.427504 1.0 0.7 -1.0 0.940
C 6.402741 -0.725739 -14.453111 -1.2 1.0 -1.1 -1.374
N 7.283051 0.246944 -13.843222 0.0 -0.2 -0.6 -0.329
C 8.494214 -0.333755 -13.306000 -0.4 0.5 1.0 0.665
C 9.219717 0.695911 -12.460355 0.8 0.5 0.1 -0.686
O 10.120452 0.080535 -11.538045 0.2 0.3 -0.6 -0.138
C 11.066965 -0.719766 -12.222538 -0.4 -1.0 -0.3 -0.729
H 4.056445 -4.405062 -13.716824 0.2 0.3 -0.1 0.434
H 3.040132 -2.994195 -13.642151 0.0 0.2 -0.4 0.457
H 4.142441 -3.274145 -12.334380 -0.2 0.7 -2.9 -0.098
H 6.198585 -1.735770 -12.573384 -0.3 -0.3 0.2 -0.342
H 4.794901 -0.770481 -13.122510 -0.3 -0.4 0.4 0.321
H 5.693641 -0.148808 -15.066894 -0.2 0.1 0.3 0.301
H 6.843092 -1.273817 -15.290914 0.6 -0.7 0.8 0.471
H 6.708713 0.705853 -13.146228 0.5 0.0 0.4 0.167
H 9.109647 -0.704137 -14.125564 0.0 0.0 0.0 0.362
H 8.312179 -1.144684 -12.581366 -0.1 -0.3 -0.3 -0.227
H 8.524542 1.306385 -11.882098 -0.2 -0.4 0.2 -0.057
H 9.800473 1.427684 -13.035682 -0.1 -0.2 -0.4 0.309
H 11.273193 -0.479664 -13.272462 0.2 1.0 0.2 0.416
H 10.658959 -1.727007 -12.388398 0.1 -0.2 0.6 0.144
H 11.984509 -0.768579 -11.644234 0.0 0.0 0.0 0.299
C 10.059113 -10.032916 0.090697 -0.1 0.0 0.1 -0.709
O 10.036959 -8.649800 -0.192048 -0.3 -0.5 -0.4 -0.337
C 9.929605 -8.374382 -1.575246 0.2 1.3 0.0 0.034
C 10.098314 -6.846625 -1.685886 0.1 0.0 -0.2 -0.724
N 11.312484 -6.322951 -1.076444 -0.1 0.8 -1.0 -0.209
C 12.490979 -6.732575 -1.821748 1.0 -2.2 1.1 -0.573
C 13.819685 -6.179989 -1.279172 -1.5 -0.3 0.1 -0.674
O 13.996372 -6.570179 0.085328 -0.3 0.9 -0.5 -0.360
C 13.704639 -5.545279 1.024323 0.1 -0.8 0.7 -0.634
H 10.837767 -10.543861 -0.483214 0.0 0.0 0.0 0.337
H 9.094680 -10.502715 -0.128631 0.0 0.0 -0.1 0.203
H 10.257088 -10.165921 1.152665 0.1 0.1 0.0 0.264
H 8.979190 -8.623105 -2.060708 -0.3 -0.3 0.5 -0.006
H 10.699792 -8.889275 -2.154749 0.2 -0.1 0.1 0.361
H 9.227696 -6.324608 -1.282478 0.0 -0.2 0.3 0.339
H 10.108392 -6.554012 -2.737847 0.1 -0.1 -0.1 0.102
H 11.385815 -6.617975 -0.113548 0.0 -0.2 0.0 0.362
H 12.426212 -6.708828 -2.910397 -0.3 0.9 0.0 0.452
H 12.627067 -7.818926 -1.659861 0.0 -0.1 -0.1 0.212
H 13.740504 -5.095307 -1.376400 0.7 0.1 0.0 0.388
H 14.625727 -6.677929 -1.811796 0.2 0.5 -0.3 0.343
H 13.962856 -4.537416 0.697981 0.3 -0.1 -0.1 0.293
H 14.284665 -5.855764 1.895339 0.0 0.5 0.1 0.240
H 12.656909 -5.529223 1.342795 -0.1 0.0 -0.3 0.247
C 10.827683 -4.965776 -9.724641 0.4 -0.7 0.9 -0.060
O 10.875370 -5.258571 -11.092791 -0.1 0.0 -0.2 -0.466
C 9.762250 -4.804206 -11.826690 -0.2 1.3 -0.1 -0.547
C 8.441878 -5.532067 -11.599876 -0.1 -0.2 -0.9 1.971
N 8.408084 -6.781223 -12.362919 0.0 0.1 -0.6 -0.075
C 7.599728 -7.846198 -11.807597 3.8 -1.0 5.3 -1.120
C 7.470311 -9.072486 -12.672128 0.4 -0.1 -0.2 -0.560
O 8.706095 -9.700349 -12.788880 0.4 -0.3 -0.1 -0.348
C 8.669577 -10.994355 -13.409411 0.1 1.2 1.6 -0.703
H 10.884092 -3.911372 -9.433205 -0.1 0.2 -0.5 0.152
H 11.700548 -5.451757 -9.282396 0.0 0.1 -0.1 0.375
H 9.973443 -5.418049 -9.208945 -0.2 0.1 -0.2 -0.227
H 10.061919 -4.738617 -12.878794 -0.1 -1.1 -0.1 0.462
H 9.643471 -3.714292 -11.705735 -0.3 0.0 0.9 -0.165
H 7.657875 -4.921768 -12.056415 0.3 0.4 0.5 -0.931
H 8.171521 -5.671252 -10.548159 0.3 0.0 0.2 -0.548
H 9.327414 -7.036827 -12.686870 0.0 -0.5 0.3 0.415
H 6.620389 -7.459278 -11.506500 2.3 -1.2 1.5 0.734
H 8.012113 -8.094451 -10.813826 0.8 -1.0 -0.1 0.365
H 7.155504 -8.730829 -13.678397 0.4 -0.7 -0.4 0.526
H 6.687088 -9.768052 -12.337781 0.1 0.2 0.3 0.362
H 8.174736 -11.663386 -12.697034 -0.3 -0.2 -0.4 0.194
H 9.723402 -11.260546 -13.400330 -0.1 -0.3 -0.8 0.273
H 8.143382 -10.917333 -14.360530 0.3 -0.4 -0.2 0.320
C 5.528443 -9.681530 -1.573905 0.2 0.4 0.2 -0.312
O 4.998420 -10.136215 -2.790358 -0.4 -0.4 0.0 -0.309
C 5.719079 -11.230914 -3.337074 0.4 0.7 -0.6 -0.231
C 5.200192 -11.511617 -4.759165 -0.1 0.2 0.5 -0.518
N 6.294997 -11.463951 -5.728273 0.2 -0.8 0.9 -0.346
C 5.823950 -11.260374 -7.090213 1.6 -0.5 0.3 -0.148
C 6.944649 -11.492042 -8.119197 0.6 0.8 1.2 -1.007
O 6.553264 -11.098493 -9.403171 0.7 -0.2 -0.7 -0.003
C 5.737011 -12.025037 -10.088448 -1.4 0.7 0.6 -0.886
H 6.605849 -9.495421 -1.663419 0.1 -0.2 0.1 -0.118
H 5.336148 -10.361508 -0.738722 0.1 -0.2 -0.1 0.332
H 5.085151 -8.716509 -1.328338 -0.2 -0.1 -0.1 0.272
H 5.726223 -12.127304 -2.714909 -0.3 0.0 0.3 0.302
H 6.760805 -10.896465 -3.413324 0.2 -0.2 0.0 0.117
H 4.446472 -10.740768 -4.969205 -0.1 0.0 0.0 0.298
H 4.687439 -12.474405 -4.761912 0.1 -0.1 -0.3 0.263
H 6.873788 -10.702871 -5.389795 0.2 0.1 -0.6 0.338
H 5.600059 -10.188649 -7.121239 -1.3 -0.3 -0.9 -0.044
H 5.112716 -12.065733 -7.276848 -0.9 0.8 0.0 0.503
H 7.414120 -12.479796 -8.058433 -0.5 -0.3 -0.2 0.485
H 7.762000 -10.834971 -7.796393 0.0 0.2 -0.4 0.220
H 5.634689 -11.755083 -11.138336 0.6 0.0 -0.1 0.263
H 4.716394 -11.859271 -9.710213 -0.1 -0.6 0.0 0.324
H 6.017371 -13.070809 -9.953323 0.2 0.0 0.0 0.341
C 5.050361 -4.148975 -11.028151 0.9 -1.4 1.6 0.109
O 5.622079 -3.810511 -9.789430 0.7 0.3 0.2 0.362
C 4.745274 -4.019803 -8.704375 -0.9 1.0 1.0 1.208
C 4.610274 -5.474876 -8.277887 1.7 -0.2 -0.1 -1.660
N 5.949145 -5.918102 -7.870041 -0.1 -0.3 -0.7 1.735
C 5.958939 -7.332088 -7.517105 0.1 0.7 0.0 -1.175
C 7.199403 -7.744716 -6.760336 0.6 2.0 -1.6 -0.066
O 7.243796 -7.105360 -5.493725 -0.4 -0.7 -0.1 -0.098
C 8.519319 -6.555124 -5.147697 -0.8 -1.6 0.3 -0.393
H 5.776405 -4.033770 -11.829161 0.3 0.4 0.3 -0.556
H 4.121880 -3.618896 -11.279764 1.6 -0.6 1.6 0.988
H 4.732222 -5.199448 -11.022129 0.4 0.9 0.7 0.359
H 3.786274 -3.522079 -8.915754 0.6 -0.9 0.8 -0.928
H 5.073693 -3.365189 -7.890286 0.7 -0.5 0.2 0.624
H 4.337634 -6.078083 -9.149390 -0.3 0.0 0.0 0.084
H 3.944005 -5.724829 -7.445589 -0.7 0.7 -0.2 0.701
H 6.390046 -5.245109 -7.263394 -0.2 -0.4 0.6 -0.673
H 5.973635 -7.821767 -8.495136 -0.3 -0.6 0.2 0.389
H 5.066719 -7.614205 -6.937384 -0.1 -0.1 -0.1 0.269
H 7.996270 -7.272210 -7.354662 0.2 -0.3 -0.1 0.051
H 7.371261 -8.817480 -6.875780 -0.1 -0.2 1.0 -0.087
H 8.752170 -5.660139 -5.724023 0.0 0.1 0.2 -0.121
H 9.260409 -7.345178 -5.310286 0.3 0.3 -0.1 0.423
H 8.389785 -6.463309 -4.069934 0.5 0.8 -0.1 0.256
C 5.859006 2.465808 -11.359368 -0.7 -0.9 0.9 -0.943
O 5.815648 1.063825 -11.071669 0.8 0.3 -0.8 0.014
C 5.641726 0.728978 -9.721458 -1.0 -0.9 0.1 -0.855
C 5.496439 -0.795842 -9.586654 -0.1 -0.1 0.5 -0.154
N 4.218228 -1.349302 -10.005847 -0.6 1.7 -1.2 0.038
C 3.095236 -1.082652 -9.089700 0.9 -2.1 -0.6 -0.478
C 1.762673 -1.634502 -9.606176 -1.4 1.1 1.1 -0.758
O 1.492609 -2.999499 -9.411482 0.4 -0.8 0.1 -0.395
C 2.183634 -3.932521 -10.258002 -0.6 1.2 0.1 -1.273
H 5.859029 2.547983 -12.441467 0.0 0.3 0.0 0.218
H 6.703288 2.992939 -10.907513 0.3 -0.2 -0.1 0.281
H 4.954814 2.885281 -10.908116 -0.1 0.4 -0.4 0.393
H 4.702721 1.181733 -9.379291 0.2 0.4 0.3 0.512
H 6.501638 1.017428 -9.109921 -0.2 0.4 0.1 0.121
H 5.657298 -1.105269 -8.544262 0.3 0.5 0.1 0.474
H 6.350709 -1.212767 -10.124948 -0.5 -0.4 -0.2 -0.021
H 4.278134 -2.341450 -10.169950 0.4 0.8 0.2 -0.354
H 3.009477 -0.055132 -8.750894 0.1 0.2 -0.4 0.590
H 3.329516 -1.708224 -8.215304 -0.4 0.4 0.6 0.222
H 1.384693 -1.273285 -10.569194 0.8 -0.2 -0.4 0.342
H 1.033354 -1.176569 -8.925363 0.0 0.0 0.1 0.333
H 1.810997 -3.825283 -11.277354 0.1 -0.1 -0.2 0.436
H 2.012530 -4.936303 -9.885063 -0.1 0.1 0.0 0.037
H 3.247138 -3.699415 -10.200871 -1.9 -0.6 -0.5 0.387
O 10.628200 -3.982144 -5.161816 -0.1 0.1 0.0 -0.644
H 11.080141 -3.184977 -5.461298 0.0 0.0 0.1 0.272
H 9.800230 -3.662793 -4.783492 0.1 0.0 0.0 0.297
O 6.829459 -4.836677 -13.927195 -0.6 0.2 -0.2 -0.532
H 6.083419 -4.211084 -13.959944 0.4 0.3 -0.4 0.295
H 7.449266 -4.515106 -14.588621 0.0 -0.1 0.0 0.298
O 2.646249 -5.099754 -5.268945 -0.2 -0.1 0.0 -0.557
H 2.312661 -5.560861 -4.490536 0.1 0.0 0.0 0.250
H 1.970123 -4.444221 -5.476214 0.1 0.0 -0.1 0.272
O 1.230100 -6.723173 -8.951722 0.0 -0.2 0.2 -0.593
H 0.301407 -6.855530 -8.733123 0.0 0.0 0.0 0.272
H 1.713059 -7.092879 -8.203658 0.0 0.1 0.0 0.281
O 3.958542 -6.017321 -12.280944 -2.3 -0.3 -0.4 -0.598
H 3.943396 -6.979322 -12.246484 0.1 0.2 -0.3 0.288
H 4.865192 -5.804930 -12.536801 -1.5 -0.4 -0.4 0.374
O 5.870497 -7.197261 -12.691714 -5.0 1.8 -4.9 -0.738
H 6.495775 -7.657333 -13.259201 -0.6 0.9 -0.5 0.103
H 6.241795 -6.309180 -12.605190 0.7 -0.3 -0.8 0.165
O 5.574926 -4.633923 -4.973939 0.0 -0.1 0.0 -0.655
H 4.683181 -4.893184 -5.252782 0.0 0.1 0.2 0.274
H 6.045697 -5.472604 -4.854441 -0.1 0.0 -0.2 0.252